1.
Molecular formula: C27H43GeN6O5PPtS2
Method: DFT, wB97M-V/def2-TZVPD

```
86
Properties=species:S:1:pos:R:3:forces:R:3
H -1.007523 4.055084 5.130308 -0.062 0.084 0.027
H 3.806977 4.285184 4.106408 0.071 -0.002 -0.030
C 0.713377 -4.097916 1.497308 0.023 0.377 -0.102
H -2.890523 3.547584 -2.938692 0.019 0.149 -0.016
H 2.134077 0.120684 2.668308 0.116 -0.037 -0.045
H 0.868077 -3.704116 2.496708 -0.014 -0.050 0.060
H 0.587077 -3.983016 -1.200692 0.069 -0.086 -0.091
H 0.176777 -5.041616 1.562008 -0.097 -0.034 -0.061
H -1.007723 -4.545816 -0.659792 -0.045 -0.064 0.083
H -2.930423 0.985184 -5.857092 -0.051 0.021 -0.033
O -1.410323 -0.274816 -1.733692 0.633 -0.716 1.225
H 0.515977 -2.773216 -4.307392 -0.068 -0.091 -0.104
H 2.072077 -3.503616 4.931808 0.070 -0.084 0.004
H -1.229023 -2.374816 2.347208 -0.029 0.062 0.134
H -2.057623 -3.615616 1.388908 0.005 -0.159 -0.026
H 0.017277 3.864184 -3.601892 0.002 0.017 0.119
H -2.894623 -1.360116 -4.946992 -0.056 -0.070 -0.009
H -2.545723 -1.534616 -3.210592 -0.063 -0.210 -0.057
H -2.673823 2.298684 -4.707592 0.027 0.124 -0.123
C 1.374877 -2.661816 -3.656992 0.114 -0.357 -0.082
O -0.449423 3.722484 1.059508 0.040 0.258 -0.158
C 1.984477 3.206084 3.827808 0.122 -0.136 -0.167
C 0.812977 5.156884 5.395208 -0.066 0.068 0.048
C 0.625377 3.134484 4.097708 -0.360 -0.654 -0.289
C 0.361377 1.160084 -3.904792 0.654 -0.413 -0.355
P -1.796023 0.953584 -2.463892 -0.867 1.421 -2.942
H -2.943523 1.905084 0.396408 -0.237 0.002 -0.080
H -0.110223 0.279484 -4.333692 0.142 0.016 -0.104
H -4.129323 -0.934716 -3.744392 -0.134 -0.031 0.001
N -2.997423 1.858884 -1.720592 0.892 -0.326 0.033
C 2.351777 -3.641816 -3.568092 0.124 0.239 0.219
H 2.310577 -4.546816 -4.151592 -0.013 -0.100 -0.051
C 0.336577 -2.269216 5.097408 -0.022 -0.152 0.093
S -0.212223 2.324284 0.923708 -0.809 2.572 0.494
H 1.164577 0.825984 -3.229792 -0.348 0.253 -0.360
H -4.354623 3.403184 -1.959192 0.054 0.058 -0.028
H -2.836523 3.898284 -1.190892 0.056 0.022 -0.015
H -0.754823 3.653684 -2.006492 0.006 0.144 -0.045
C -0.077423 -3.078316 0.651508 -0.585 -1.532 0.239
C -3.472223 1.415484 -0.427992 -0.053 -0.147 0.192
H -1.246423 -0.824416 5.093308 -0.046 -0.039 0.082
C 1.595377 -2.587216 4.616208 0.045 -0.004 0.087
C 0.047377 4.114784 4.895408 -0.245 -0.192 -0.026
O -0.449223 1.828984 -0.434992 0.375 -0.750 0.018
H -1.796823 1.540684 4.241208 0.225 0.072 0.133
C -0.098823 3.197784 -2.738392 0.072 0.238 0.198
C 2.460777 -1.369816 -2.141992 -0.080 -0.445 -0.678
H 2.763477 6.034684 5.502208 0.036 0.058 0.026
N 3.432377 -2.260116 -1.979192 0.416 0.257 0.569
H 2.435777 2.457684 3.194408 0.133 0.025 0.025
C 3.397777 -3.380516 -2.682392 -0.286 -0.231 -0.404
C 2.166677 5.222684 5.112808 -0.055 0.012 0.004
H 5.464277 -3.825116 -2.758492 0.071 -0.020 -0.012
H -1.918923 -1.959316 0.769408 -0.151 0.034 -0.021
C -1.417823 -2.739016 1.341208 0.302 0.256 -0.119
N 0.651177 -1.896016 0.510208 0.066 0.149 0.131
H 4.614077 -4.576616 -1.422392 0.027 -0.054 0.077
C -0.353123 -3.682316 -0.744792 0.258 0.450 0.095
O -1.223623 1.565684 1.833008 0.256 0.164 0.015
C 2.750477 4.242684 4.328508 0.139 -0.010 0.012
H 0.803977 1.762784 -4.700292 -0.056 0.063 -0.126
H 1.684577 -4.268316 1.040008 0.126 -0.102 -0.042
N 1.427377 -1.539116 -2.971592 -0.283 0.257 0.256
C -3.054123 -0.929116 -3.953892 0.096 -0.130 0.037
C 4.537977 -4.322816 -2.476892 -0.009 -0.010 -0.052
C 0.376477 -0.213916 3.839608 -0.160 0.843 -0.230
H -4.543323 1.633384 -0.355292 0.082 -0.052 0.044
H 3.221477 -1.973616 3.364408 0.126 -0.065 -0.087
O 1.090277 1.864684 1.403308 0.877 -0.665 0.031
Ge -0.432423 1.562484 3.503908 -0.275 -0.453 1.884
H 4.417977 -5.226716 -3.066392 0.036 -0.104 -0.026
H -3.318023 0.342184 -0.347192 -0.080 -0.028 0.162
C -3.269423 3.254384 -1.964692 -0.142 0.106 -0.194
H -0.166523 -2.939716 5.780908 -0.035 -0.014 0.023
N -2.493423 0.396184 -3.909292 0.303 -0.175 0.575
Pt 0.341277 -0.105016 0.096208 0.299 -0.222 -2.114
H 0.878577 3.066984 -2.261692 -0.031 0.015 -0.047
C -0.266923 -1.085816 4.712808 -0.206 0.281 -0.074
C 1.629577 -0.552416 3.346508 0.131 0.094 0.007
H -0.813123 -2.926416 -1.375792 -0.133 0.051 -0.143
H 0.352877 5.920584 6.005508 -0.060 0.032 0.044
N -0.629723 1.940084 -3.207392 -1.299 -0.433 1.198
S 2.587677 0.151784 -1.318592 -0.265 0.264 0.985
C -3.112623 1.314284 -4.829592 0.101 0.054 -0.015
C 2.238477 -1.731816 3.736208 0.101 -0.025 0.049
H -4.196923 1.387284 -4.681492 -0.056 0.014 0.045
```
Forces are in eV/Å.

Results
E_LUMO (alpha / beta), eV: 0.5341 / -1.9150
Total charge: 0
⟨S²⟩: 6.024
Spin multiplicity: 5

---

2.
Molecular formula: C18H23N3O5
Method: DFT, wB97M-V/def2-TZVPD

```
49
Properties=species:S:1:pos:R:3:forces:R:3
H 1.451931 -2.317436 2.817152 0.044 -0.028 -0.055
O 1.073059 3.360969 -1.014247 -0.040 0.015 -0.030
H 1.573686 -2.907163 1.136451 0.049 0.006 -0.003
H -1.863242 1.177855 1.426455 0.090 0.074 0.132
O -3.609336 -1.628787 -2.537033 0.431 -0.100 0.231
H 0.011676 -4.743141 1.630925 0.072 0.032 0.037
H -0.051879 0.601464 2.456323 0.090 -0.028 0.004
H -0.702431 -1.452658 3.593139 -0.074 0.021 -0.021
H -4.795935 -0.502553 -3.791103 0.073 -0.055 0.265
C -2.989685 -1.001906 -1.489544 -0.150 0.405 0.265
N 3.347707 3.173925 -1.035177 0.409 -0.181 0.134
C -2.167666 0.561368 0.595898 0.238 -0.146 -0.032
C -1.178550 -1.976537 2.746674 -0.135 -0.389 0.092
H 4.310996 4.941127 -1.557675 -0.157 -0.033 -0.045
H 1.346002 -4.778807 2.824754 -0.024 0.015 -0.078
H 2.704689 4.664457 -2.285894 0.151 0.037 0.028
O -0.411974 -4.133062 3.551925 0.063 -0.045 0.163
N -0.287056 -2.095421 1.609116 0.103 -0.056 0.012
C -4.802585 -0.910867 -2.767548 -0.857 -0.260 -0.913
N 0.897581 1.384338 0.779022 -0.330 0.237 -0.184
H -2.076563 -1.435677 2.445095 -0.020 0.000 0.074
C 2.113433 2.835070 -0.656580 0.010 0.177 -0.126
C -1.554442 -3.389583 3.198723 -0.218 0.369 0.011
H -2.186433 -3.359007 4.087781 -0.019 0.015 -0.078
H 0.142683 1.906135 0.348089 0.170 0.012 -0.021
C -1.376112 -0.496684 0.177375 0.030 0.191 -0.026
C 4.319728 3.602042 -3.222023 -0.082 0.040 0.209
H 0.635836 -1.152589 0.044387 -0.031 0.082 0.070
O -4.901352 0.146869 -1.837947 0.139 0.287 0.376
H 2.964206 4.278480 -4.668935 -0.211 0.121 0.016
C 0.590367 0.272099 1.636324 0.060 -0.487 -0.050
C -3.380203 0.869565 -0.021173 -0.372 -0.073 -0.330
C 2.125462 1.667836 0.335732 -0.080 -0.122 0.217
H -1.200323 -2.137465 -1.217121 0.115 -0.161 -0.046
C -1.795867 -1.303143 -0.888067 -0.319 0.046 -0.228
H 1.541630 -0.076879 2.046226 -0.167 0.021 0.071
H -5.666604 -1.584641 -2.652112 0.232 0.145 0.053
O 3.160377 1.110323 0.663155 0.072 -0.054 -0.020
C 3.651587 4.192117 -2.014915 -0.112 0.222 -0.110
H -2.091372 -3.893765 2.381399 0.003 0.056 0.064
H -3.984006 1.697708 0.309019 -0.090 0.118 0.044
C 3.864950 3.728082 -4.453354 0.040 -0.002 -0.111
H 4.096513 2.604785 -0.657360 -0.194 0.012 0.042
C 0.909131 -2.816997 1.997262 -0.119 -0.327 0.115
C 0.485161 -4.210331 2.469090 0.346 0.117 -0.172
H 4.374399 3.293755 -5.296523 0.135 -0.103 -0.121
C -0.068669 -0.880749 0.841739 0.079 0.204 0.123
C -3.773632 0.073936 -1.066377 0.408 -0.334 0.030
H 5.223129 3.041546 -3.018523 0.149 -0.093 -0.079
```
Forces are in eV/Å.

Results
E_LUMO, eV: 0.7455
Total charge: 0
SMILES: C=CCNC(=O)C(=O)NC[C@H](c1ccc2c(c1)OCO2)N1CCOCC1

---

3.
Molecular formula: C7H17O
Method: DFT, wB97M-V/def2-TZVPD

```
25
Properties=species:S:1:pos:R:3:forces:R:3
H 2.416900 3.116238 1.512632 0.118 0.014 0.003
H -1.882011 -2.901855 -2.549057 0.105 -0.112 0.056
O -0.427154 -0.691120 -0.508608 -0.176 -0.196 -0.029
H -1.808026 -0.852737 -4.096193 -0.007 0.085 -0.039
H -2.070007 -1.842843 -0.371018 0.056 0.175 0.300
C -0.077625 1.957992 1.268611 0.068 0.687 0.445
H -0.840607 1.338627 0.805703 -0.028 0.010 -0.089
C -1.911009 -0.798691 -3.014054 -0.014 -0.445 0.135
C 1.149234 -0.073500 1.997013 0.480 -0.123 0.247
H -0.556185 -2.708534 -0.411086 0.065 0.056 0.214
H -2.977506 -0.780399 -2.784087 -0.008 0.194 0.037
H 0.756724 0.066119 3.007875 -0.107 0.025 -0.014
H 2.114961 -0.576129 2.113967 0.076 0.132 -0.052
C -1.073599 -1.840395 -0.846252 -0.298 -0.119 -1.001
H 2.096927 2.222058 3.012254 -0.044 0.142 0.004
H -1.437536 0.109982 -2.652291 -0.036 0.127 -0.052
H 1.505329 1.033688 0.234302 0.420 0.247 -0.025
H -0.284431 -2.200559 -2.805215 0.042 -0.056 -0.027
C -1.264199 -2.021358 -2.360283 0.096 0.197 0.051
C 2.347678 2.121643 1.953160 -0.074 -0.181 -0.056
H 0.514300 -0.758293 1.445829 -0.168 0.098 0.133
H -0.035942 2.935367 0.781412 0.006 -0.124 -0.342
C 1.285210 1.273104 1.277451 -0.735 -0.656 0.154
H 3.314446 1.619811 1.915882 0.121 0.129 -0.116
H -0.404758 2.209029 2.285398 0.041 -0.309 0.063
```
Forces are in eV/Å.

Results
E_LUMO (alpha / beta), eV: 1.0109 / -1.6158
Total charge: 0
⟨S²⟩: 0.754
Spin multiplicity: 2

---

4.
Molecular formula: C4H9N2O3P
Method: DFT, wB97M-V/def2-TZVPD

```
19
Properties=species:S:1:pos:R:3:forces:R:3
O -3.688383 -0.047229 -1.437920 -0.541 0.004 0.292
H 1.433226 -0.414070 -1.264721 0.126 -0.679 -2.324
H 0.786555 1.811360 -0.534851 -0.664 -1.770 1.100
N 0.964427 -1.529317 0.368565 0.514 -0.095 -1.356
H -1.727830 1.249678 -0.370594 -0.728 2.205 -0.695
H -1.528126 -0.759119 1.201981 0.484 0.362 1.535
O -4.342756 -1.285593 0.802934 0.267 -0.031 -0.565
H -0.682838 0.085504 -1.577212 -1.704 1.503 1.273
C 1.394741 -0.228732 -0.248409 0.453 -0.986 -0.250
C -1.662171 -0.646333 0.158123 -1.971 -0.343 -0.103
P -3.534749 -0.208421 0.077146 0.401 0.074 0.650
O -3.459238 1.104654 0.901711 -0.146 -0.212 -0.629
C 0.370616 0.819287 -0.010164 1.369 3.026 -0.458
H 0.548285 -1.209103 1.238311 -0.665 -1.009 1.160
N 0.888591 -2.632828 -0.155255 0.582 1.202 0.995
H 0.434951 0.993130 1.039689 -0.512 0.696 1.236
H 2.429680 -0.009443 0.022995 -0.079 0.212 0.618
C -1.010205 0.512547 -0.517177 3.063 -2.973 -1.787
H -1.341944 -1.561335 -0.257430 -0.250 -1.185 -0.692
```
Forces are in eV/Å.

Results
E_LUMO, eV: 5.7393
Total charge: -2

---

5.
Molecular formula: C2H6N2OS
Method: DFT, wB97M-V/def2-TZVPD

```
12
Properties=species:S:1:pos:R:3:forces:R:3
H -1.960415 0.062717 1.508914 -0.305 -0.554 0.042
N 1.536471 -0.200200 -0.262055 -1.357 0.318 -1.187
N 0.807916 1.810458 0.511220 -0.910 -1.108 -0.547
H 1.339856 -2.027985 -0.675060 -0.023 0.262 0.606
H -0.854166 -1.269225 1.171348 0.162 -0.639 0.200
S -1.114370 0.185616 -0.671391 -0.230 0.128 -0.559
C -1.690043 -0.719528 0.790308 -0.175 1.023 0.097
H -2.539275 -1.346567 0.492019 0.326 0.215 0.203
H 2.273030 0.164808 0.263432 1.655 0.390 0.965
O 1.317298 -1.522312 0.160602 -0.318 -0.335 -0.722
C 0.465809 0.719088 -0.067348 1.371 -0.439 1.071
H -0.032801 2.355717 0.614859 -0.196 0.740 -0.168
```
Forces are in eV/Å.

Results
E_LUMO, eV: 0.6019
Total charge: 0
SMILES: [H]/N=C(/NO)SC

---

6.
Molecular formula: C6H2ClI
Method: DFT, wB97M-V/def2-TZVPD

```
10
Properties=species:S:1:pos:R:3:forces:R:3
Cl 0.150692 0.246464 3.129843 -0.115 -0.004 0.357
C -1.457458 0.064959 0.883147 -1.160 -0.092 -1.924
H 1.245901 -0.155949 -1.670265 0.098 0.015 -0.042
C -0.880242 -0.051706 -1.424652 -0.007 -0.102 0.143
H -1.124351 -0.062154 -2.470694 -0.038 -0.050 -0.152
C -0.264817 0.088204 1.498940 2.298 -0.241 -2.888
I 2.800859 -0.019158 0.973494 -0.115 -0.021 -0.203
C 0.795986 -0.017193 0.384955 -1.530 0.189 2.594
C 0.449082 -0.088455 -0.944011 0.327 0.073 -0.269
C -1.715653 -0.005009 -0.360757 0.242 0.233 2.383
```
Forces are in eV/Å.

Results
E_LUMO, eV: -0.6102
Total charge: 0
SMILES: Clc1c#cccc1I

---

The evaluated calculated total energy for the records listed, in turn: -138594.66022, -33746.38105, -9580.02979, -22703.04809, -18032.07709, -26873.47468 eV.
The evaluated relative energy (zero: lowest compared OMol25 entry of this formula, charge and spin) for the records listed, in turn: 0.00, 239.34, 79.05, 147.11, 263.23, 0.00 kJ/mol.